Density functional theory data (the ωB97M-V functional and the def2-TZVPD basis) for 2 unconnected molecules or ions with the total composition C16H27N4OS at a distorted geometry.

The geometry in XYZ format:
```
49
Properties=species:S:1:pos:R:3:forces:R:3
C 3.962 -2.642 2.521 -2.368 3.974 1.876
C 4.058 -1.767 3.888 -3.555 0.309 -5.015
C 2.960 -0.592 3.836 1.686 -2.389 -0.762
N 2.080 -0.360 2.701 0.662 0.557 2.916
C 1.130 0.855 2.829 0.308 2.058 -0.958
C -0.087 0.848 1.733 -1.029 0.479 0.392
C -1.223 -0.313 1.956 -0.441 0.779 -0.498
C -1.456 -0.770 3.514 -2.191 0.495 -1.076
S -0.746 -2.448 3.962 -0.202 -0.479 -1.485
C -0.823 -3.656 2.532 2.121 -3.511 -0.941
N 0.139 -4.856 2.656 -4.377 4.035 -2.488
N -0.052 -5.657 1.540 -5.190 5.393 -1.935
C -1.130 -4.956 0.697 3.151 -1.781 2.968
O -1.651 -3.711 1.315 4.352 -3.702 1.933
N 1.923 -1.008 1.539 4.915 -4.061 2.628
C 2.848 -2.138 1.495 0.539 -0.531 0.013
H 4.636 -3.565 2.284 -1.533 1.971 0.461
H 4.795 -1.971 4.767 -1.661 0.570 -1.790
H 2.884 0.113 4.785 -0.158 -1.435 -2.543
H 1.818 1.793 2.558 -1.461 -2.019 0.623
H 0.796 1.017 3.940 0.597 -0.725 -2.260
H -0.653 1.891 1.859 1.513 -2.159 -0.071
H 0.252 0.811 0.609 -0.273 0.078 2.419
H -2.256 0.162 1.594 2.323 -1.057 0.737
H -0.997 -1.187 1.209 -0.456 1.423 1.833
H -2.637 -0.862 3.657 2.664 0.212 -0.238
H -1.115 0.034 4.313 -0.392 -1.937 -1.654
H -1.450 -5.435 -0.332 0.272 1.684 2.416
H 2.743 -2.799 0.503 0.177 1.787 2.453
C -1.967 2.669 -1.320 -0.299 0.066 0.036
C -1.786 1.498 -2.273 0.166 -0.076 0.022
C -0.381 1.424 -2.875 -0.076 -0.119 -0.188
C 0.023 2.623 -3.741 -0.001 0.132 0.074
C -0.902 2.916 -4.926 0.155 -0.001 0.050
C -0.955 1.781 -5.938 -0.155 0.020 -0.160
H -1.834 3.628 -1.828 0.013 -0.079 0.103
H -2.977 2.656 -0.896 0.154 0.084 -0.003
H -1.252 2.612 -0.493 0.003 0.082 -0.061
H -2.541 1.548 -3.065 0.084 -0.025 0.032
H -1.979 0.568 -1.725 -0.024 0.003 -0.089
H -0.300 0.503 -3.467 0.015 0.094 0.044
H 0.349 1.323 -2.063 -0.006 0.008 0.010
H 1.039 2.450 -4.118 -0.104 0.018 0.018
H 0.085 3.521 -3.115 0.015 -0.075 -0.017
H -0.539 3.817 -5.433 -0.063 -0.042 0.105
H -1.914 3.146 -4.576 0.074 0.012 0.017
H 0.042 1.569 -6.337 -0.100 -0.029 0.042
H -1.604 2.056 -6.776 0.116 -0.121 0.074
H -1.354 0.864 -5.497 0.043 0.031 -0.063
```
Forces are in eV/Å.

Properties
HOMO level (Ha): -0.407
Total charge: +1

Density functional theory data (the ωB97M-V functional and the def2-TZVPD basis) for a molecular structure, C27H28N2O11P2ReS2Te.

The geometry in XYZ format:
```
74
Properties=species:S:1:pos:R:3:forces:R:3
Re -0.505 -0.542 0.475 -0.357 0.644 0.386
N -4.120 -1.574 1.567 -0.113 -0.060 0.142
C -3.577 -0.699 2.689 -0.076 -0.098 0.100
C -4.595 -0.664 3.824 0.035 -0.014 -0.041
P -1.938 -1.360 3.158 0.037 0.009 0.049
O -2.388 -2.562 4.094 -0.057 0.027 -0.107
O -1.346 -1.912 1.870 -0.169 0.133 -0.070
O -1.099 -0.350 3.885 -0.013 -0.019 0.016
P -3.484 0.940 1.808 -0.069 0.066 0.011
O -3.307 2.012 2.972 0.170 -0.123 -0.078
O -4.786 1.015 1.109 -0.007 0.001 -0.011
O -2.192 0.905 1.032 0.077 -0.199 0.113
H -3.429 -1.679 0.815 0.129 -0.032 -0.058
H -4.925 -1.060 1.176 -0.035 0.059 -0.031
H -4.390 -2.501 1.898 -0.002 0.027 -0.002
H -4.832 -1.668 4.179 0.010 0.001 -0.008
H -5.510 -0.167 3.498 0.003 -0.011 0.002
H -4.179 -0.109 4.663 0.011 0.016 -0.014
H -1.669 -3.032 4.531 0.114 -0.079 0.093
H -4.120 2.489 3.158 -0.196 0.122 0.044
C 1.903 4.314 -0.420 -0.020 0.018 -0.031
S 1.401 2.615 -0.175 0.061 0.023 -0.052
O 1.562 2.477 1.348 -0.032 -0.036 0.116
C 2.834 1.823 -0.870 0.008 -0.009 -0.006
C 2.884 1.662 -2.248 -0.011 0.053 -0.026
C 4.034 1.135 -2.816 0.036 0.043 0.012
C 5.097 0.756 -2.005 -0.020 0.001 0.004
C 5.012 0.887 -0.625 -0.006 -0.013 -0.028
C 3.874 1.429 -0.044 0.005 0.013 0.056
H 2.858 4.476 0.078 -0.011 -0.019 0.004
H 1.125 4.945 0.004 0.005 0.003 -0.001
H 1.989 4.487 -1.493 -0.004 0.003 0.029
H 2.040 1.944 -2.869 0.026 -0.005 0.025
H 4.099 1.018 -3.889 -0.003 -0.005 0.003
H 5.994 0.345 -2.452 -0.013 0.007 0.009
H 5.833 0.569 0.004 -0.008 0.007 -0.010
H 3.790 1.549 1.030 0.002 -0.012 -0.058
O -2.021 -1.072 -0.921 0.060 0.040 -0.146
C -1.783 -0.015 -1.611 0.042 -0.096 0.012
O -0.753 0.651 -1.298 -0.137 -0.065 0.020
C -2.687 0.411 -2.697 0.044 0.012 0.022
C -2.558 1.691 -3.224 0.024 0.020 -0.003
C -3.412 2.110 -4.229 0.016 0.031 0.013
C -4.373 1.225 -4.681 -0.051 0.027 0.082
C -4.519 -0.053 -4.176 -0.021 -0.022 0.004
C -3.663 -0.459 -3.168 -0.010 -0.032 0.006
N -5.290 1.669 -5.756 0.245 -0.150 -0.219
O -6.126 0.879 -6.133 -0.166 -0.060 0.064
O -5.112 2.773 -6.216 -0.040 0.184 0.052
H -1.798 2.352 -2.832 -0.012 -0.008 -0.012
H -3.351 3.098 -4.660 0.003 -0.005 0.003
H -5.287 -0.699 -4.572 0.005 -0.002 0.004
H -3.740 -1.453 -2.749 -0.001 0.002 -0.002
Te 0.293 0.977 2.473 0.214 0.064 -0.566
C 2.108 0.350 3.231 -0.023 -0.096 0.076
C 2.875 -0.718 2.852 -0.017 -0.047 -0.005
C 4.093 -0.790 3.569 0.015 -0.030 0.022
C 4.223 0.224 4.476 0.052 0.018 -0.034
S 2.882 1.270 4.458 -0.070 -0.030 0.061
H 2.579 -1.416 2.084 0.007 0.016 0.038
H 4.837 -1.561 3.425 -0.022 0.018 -0.001
H 5.046 0.404 5.150 -0.023 0.006 -0.024
C 0.914 -1.430 0.077 0.334 -0.246 -0.045
C 2.062 -2.222 -0.285 0.031 0.014 -0.031
C 2.864 -1.834 -1.358 0.016 0.001 -0.019
C 3.956 -2.606 -1.720 0.015 0.001 -0.014
C 4.258 -3.762 -1.014 0.003 0.006 -0.001
C 3.460 -4.155 0.053 -0.008 -0.016 0.024
C 2.363 -3.393 0.417 -0.029 -0.063 0.006
H 2.620 -0.930 -1.901 0.005 -0.065 0.032
H 4.573 -2.305 -2.558 -0.012 -0.003 0.017
H 5.113 -4.361 -1.298 -0.007 -0.003 -0.003
H 3.690 -5.063 0.596 -0.001 0.015 -0.007
H 1.726 -3.703 1.237 0.011 0.023 -0.008
```
Forces are in eV/Å.

Properties
HOMO level (Ha): -0.386
Total charge: +1
ΔE to the lowest compared entry with this formula, charge and spin (kJ/mol): 4.8

Density functional theory data (the ωB97M-V functional and the def2-TZVPD basis) for a molecular structure, C30H34N2OPY.

The geometry in XYZ format:
```
69
Properties=species:S:1:pos:R:3:forces:R:3
Y -0.470 0.426 0.862 0.153 -0.009 0.029
C -2.393 -0.742 4.184 -0.010 0.005 0.003
C -1.046 -0.769 3.525 -0.008 -0.087 -0.061
C -0.694 -1.807 2.649 -0.020 0.057 0.009
C 0.600 -1.909 2.132 0.072 0.027 -0.054
C 1.559 -0.947 2.457 -0.082 -0.087 -0.041
C 1.216 0.103 3.307 -0.059 0.058 -0.008
C -0.073 0.194 3.827 0.002 0.022 0.005
H -2.343 -1.298 5.122 0.003 0.006 0.002
H -3.156 -1.222 3.572 0.002 0.004 -0.006
H -2.706 0.273 4.429 -0.001 -0.003 0.003
H -1.423 -2.572 2.409 -0.012 0.011 0.007
H 0.858 -2.747 1.496 0.001 0.021 -0.006
H 2.567 -1.031 2.079 0.026 -0.011 0.017
H 1.963 0.836 3.584 -0.018 0.008 0.019
H -0.317 0.993 4.517 0.018 -0.009 0.012
N -2.559 1.434 1.631 0.067 0.030 0.028
C -2.532 2.570 2.603 -0.006 -0.055 -0.002
C -2.154 3.887 1.935 -0.002 0.000 0.008
C -0.931 3.813 1.023 -0.009 0.016 0.021
C 0.369 3.363 1.700 0.063 0.002 0.023
N 1.029 2.314 0.867 0.001 0.081 0.122
H -2.902 1.779 0.720 -0.010 -0.005 0.007
H -3.241 0.750 1.949 -0.023 0.024 0.004
H -1.828 2.322 3.401 0.001 0.012 0.005
H -3.510 2.679 3.072 0.000 0.012 0.004
H -2.006 4.630 2.722 0.003 0.008 -0.007
H -2.997 4.238 1.337 -0.004 -0.005 -0.003
H -0.782 4.786 0.554 0.004 0.005 0.011
H -1.170 3.142 0.191 0.056 0.016 0.001
H 0.177 2.926 2.684 -0.010 0.001 -0.004
H 1.047 4.201 1.864 -0.020 0.017 -0.010
H 1.979 2.136 1.187 -0.004 0.005 0.005
H 1.143 2.664 -0.084 -0.007 -0.017 0.012
O -2.538 1.900 -1.111 -0.021 0.107 0.158
C -1.673 1.030 -1.222 -0.066 -0.265 -0.265
C -1.545 0.382 -2.570 0.067 -0.116 -0.063
C -2.264 0.850 -3.666 -0.029 0.017 0.020
C -2.153 0.219 -4.893 -0.001 0.005 -0.006
C -1.329 -0.892 -5.035 0.020 -0.036 -0.001
C -0.600 -1.368 -3.954 -0.025 0.019 0.020
C -0.702 -0.725 -2.726 -0.036 0.062 -0.048
P 0.277 -1.224 -1.295 -0.155 -0.035 0.079
C 1.764 -0.170 -1.361 -0.028 0.159 -0.112
C 1.737 1.050 -2.047 -0.004 -0.033 -0.025
C 2.823 1.914 -1.989 0.057 -0.017 0.001
C 3.947 1.574 -1.247 -0.018 0.016 -0.025
C 3.992 0.358 -0.576 0.011 0.005 0.020
C 2.908 -0.506 -0.629 -0.006 -0.059 0.061
C 0.792 -2.934 -1.526 -0.047 -0.078 0.100
C -0.035 -3.927 -0.993 0.009 0.094 0.013
C 0.268 -5.264 -1.185 0.060 -0.029 -0.045
C 1.404 -5.616 -1.904 -0.052 -0.045 0.030
C 2.230 -4.636 -2.435 0.005 0.052 -0.008
C 1.924 -3.295 -2.252 0.056 0.064 -0.022
H -2.914 1.705 -3.534 -0.001 -0.001 -0.004
H -2.715 0.583 -5.742 0.001 -0.002 0.000
H -1.253 -1.390 -5.993 -0.003 0.002 0.000
H 0.035 -2.237 -4.069 0.003 -0.002 -0.015
H 0.879 1.313 -2.654 0.011 -0.011 0.002
H 2.801 2.841 -2.548 0.000 0.001 -0.004
H 4.800 2.239 -1.218 0.000 0.003 -0.001
H 4.885 0.074 -0.033 -0.006 -0.014 0.001
H 2.968 -1.474 -0.143 0.014 0.000 -0.008
H -0.929 -3.651 -0.443 0.003 -0.008 -0.002
H -0.378 -6.031 -0.779 -0.003 -0.002 0.000
H 1.644 -6.660 -2.054 -0.001 0.000 0.005
H 3.109 -4.916 -3.000 0.002 0.005 -0.002
H 2.565 -2.531 -2.677 0.015 -0.021 -0.009
```
Forces are in eV/Å.

Properties
HOMO level (Ha): -0.491
Total charge: +2
ΔE to the lowest compared entry with this formula, charge and spin (kJ/mol): 20.4